This record from OMol25 describes a cluster of 2 separate species, C2H4NO2P in total. The level of theory is ωB97M-V with the def2-TZVPD basis set.

Positions of all 10 atoms, in Å:
1 C -0.9295 0.9475 -0.1941
2 C -1.7804 0.5147 0.7460
3 N -0.7874 -0.4500 0.3141
4 H -0.3333 1.4254 -0.9635
5 H -2.6773 0.7251 1.2683
6 H -1.0589 -1.0291 -0.4807
7 O 3.2271 0.6289 -0.6472
8 P 1.8988 0.4232 -0.0603
9 O 1.5396 -1.1986 -0.2562
10 H 0.9015 -1.9870 0.2736

Results
Frontier orbital gap: 8.5 eV
SMILES: C1=CN1.O=PO
Highest occupied orbital energy: -0.313 Ha
Energy: -17008.1741 eV
F_max: 0.1092 Eh/bohr

This record from OMol25 describes a structure of composition C2H4NO2S. The level of theory is ωB97M-V with the def2-TZVPD basis set.

Positions of all 10 atoms, in Å:
1 C -1.3305 1.1250 2.4182
2 C -0.0218 -1.0142 -1.7982
3 N -0.4564 0.7116 1.8137
4 O 0.8466 -0.4245 -0.4506
5 O 2.1841 1.5217 0.5138
6 S 1.6087 0.3076 0.7988
7 H -2.2488 1.2594 2.8804
8 H -0.8051 -1.7905 -1.5529
9 H 0.9102 -1.3724 -2.3936
10 H -0.6870 -0.3238 -2.2298

Results
Charge: +1
Frontier orbital gap: 10.9 eV
Highest occupied orbital energy: -0.614 Ha
Energy: -18547.5039 eV
F_max: 0.1307 Eh/bohr

This record from OMol25 describes the ion C2H4NO2S2 with charge -1. The level of theory is ωB97M-V with the def2-TZVPD basis set.

Positions of all 11 atoms, in Å:
1 C -0.4764 1.7412 0.4532
2 C -0.4644 -0.0755 0.6999
3 N 0.5237 -0.8681 -1.4383
4 O -0.4686 2.0178 -0.7271
5 O 0.7031 -2.4050 0.6754
6 S -0.3189 2.6471 1.7447
7 S 0.9612 -0.9945 0.2363
8 H -0.7476 -0.1919 1.8361
9 H -1.2208 -0.7176 0.2216
10 H 1.3608 -1.1274 -1.8768
11 H 0.1479 -0.0261 -1.8251

Results
Charge: -1
Frontier orbital gap: 7.5 eV
Highest occupied orbital energy: -0.150 Ha
Energy: -29394.5130 eV
F_max: 0.0987 Eh/bohr

This record from OMol25 describes a cluster of 2 separate species, C2H4NO3 in total. The level of theory is ωB97M-V with the def2-TZVPD basis set.

Positions of all 10 atoms, in Å:
1 C 1.4220 0.1439 -1.4183
2 N 0.6690 -0.3508 -0.4306
3 O 1.9501 -0.4441 -2.3551
4 H 1.4725 1.2447 -1.3721
5 H 0.0435 0.3086 0.1193
6 H 0.6100 -1.3520 -0.3483
7 O -1.8245 -0.4672 2.5223
8 C -1.5396 0.1293 1.4830
9 O -0.7720 1.1038 1.2542
10 H -2.0310 -0.3163 0.5456

Results
Charge: -1
Frontier orbital gap: 8.9 eV
Highest occupied orbital energy: -0.176 Ha
Energy: -9773.5396 eV
F_max: 0.0204 Eh/bohr

This record from OMol25 describes a cluster of 2 separate species, C2H4NO3 in total. The level of theory is ωB97M-V with the def2-TZVPD basis set.

Positions of all 10 atoms, in Å:
1 C -1.3001 -0.0472 -1.4063
2 N 0.0157 0.2095 -1.3489
3 O -2.1126 0.4641 -2.1568
4 H -1.5836 -0.8261 -0.6874
5 H 0.4812 -0.0605 -0.4527
6 H 0.3030 1.1153 -1.7012
7 O 1.0859 -0.9686 0.9444
8 C 1.0794 -0.1941 1.9339
9 O 0.8646 1.0184 1.9577
10 H 1.1666 -0.7106 2.9172

Results
Charge: -1
Frontier orbital gap: 9.0 eV
Highest occupied orbital energy: -0.174 Ha
Energy: -9773.7416 eV
F_max: 0.0182 Eh/bohr

This record from OMol25 describes a cluster of 2 separate species, C2H4NO3 in total. The level of theory is ωB97M-V with the def2-TZVPD basis set.

Positions of all 10 atoms, in Å:
1 C -0.6659 1.2017 1.5019
2 N -0.1535 0.7235 0.3643
3 O -0.2012 1.2680 2.6333
4 H -1.6114 1.6768 1.2165
5 H -0.6859 0.9042 -0.4661
6 H 0.6495 0.1097 0.2077
7 O 1.6518 -1.3797 -0.6423
8 C 0.6297 -1.4554 -1.3927
9 O 0.0589 -0.4958 -1.9125
10 H 0.3280 -2.5530 -1.5102

Results
Charge: -1
Frontier orbital gap: 8.7 eV
Highest occupied orbital energy: -0.172 Ha
Energy: -9773.3807 eV
F_max: 0.0451 Eh/bohr